86
Properties=species:S:1:pos:R:3:lowdin_charge:R:1 method="wB97M-V/def2-TZVPD" orbital_gap_ev="9.358 / 1.932" s2=0.76 spin_multiplicity=2 lumo_ev="-3.019 / -10.445" charge=+1
C 0.1768 6.4610 0.9790 -0.124
C 1.3058 7.1933 1.7223 -0.143
O 2.2042 6.1847 2.0150 0.080
C 1.8476 4.9952 1.4558 -0.450
O 2.4546 3.9073 1.4672 0.108
O 0.7081 5.1850 0.6992 0.035
H -0.0008 6.9723 0.0329 0.135
H -0.6760 6.4119 1.6561 0.132
H 0.8129 7.6925 2.5566 0.135
H 1.7440 7.9514 1.0731 0.134
C 1.6314 0.4771 0.1885 -0.211
C 0.6231 1.6072 0.0694 -0.094
O -0.3545 1.0357 -0.7862 0.101
C 0.1546 -0.0413 -1.3400 -0.566
O -0.2631 -0.6820 -2.2127 0.193
O 1.4251 -0.3493 -0.8453 0.055
H 1.6069 -0.0681 1.1321 0.125
H 2.5256 1.0901 0.0759 0.100
H 1.1817 2.4486 -0.3405 0.115
H 0.1232 2.0864 0.9112 0.139
C 4.6403 -2.2677 0.0486 -0.006
C 3.7561 -3.0248 1.0026 -0.059
O 3.2017 -4.0178 0.2665 0.174
C 4.0165 -4.2877 -0.7997 -0.360
O 3.8336 -5.2886 -1.5403 0.191
O 4.9479 -3.2650 -0.9005 0.197
H 5.6500 -1.9578 0.3182 0.184
H 4.1754 -1.3821 -0.3845 0.179
H 2.8910 -2.4947 1.4009 0.169
H 4.3602 -3.4349 1.8119 0.208
C 4.3485 2.7575 -2.7249 -0.118
C 5.7415 3.2013 -2.2827 -0.118
O 6.1202 2.3678 -1.2080 0.088
C 5.0190 1.6830 -0.8102 -0.452
O 5.0619 1.0053 0.2119 0.130
O 3.9062 1.9867 -1.6165 0.038
H 4.2708 2.2289 -3.6750 0.132
H 3.7988 3.6569 -3.0024 0.133
H 5.8285 4.2664 -2.0683 0.139
H 6.4258 3.0019 -3.1073 0.135
C -4.2566 -1.4819 -4.4320 -0.109
C -2.9433 -0.7854 -4.0115 -0.116
O -3.2359 0.5913 -3.9404 0.052
C -4.5462 0.7304 -4.2933 -0.556
O -5.0621 1.8672 -4.4458 0.089
O -5.0872 -0.4024 -4.4764 0.117
H -4.5652 -2.3377 -3.8316 0.140
H -4.1104 -1.8235 -5.4567 0.133
H -2.3153 -0.8016 -4.9022 0.133
H -2.4891 -1.1466 -3.0888 0.111
C -5.1495 2.1280 -0.9928 -0.134
C -3.9440 1.5299 -0.3347 -0.198
O -4.1222 0.2049 -0.3569 0.040
C -5.4408 -0.0649 -0.6303 -0.420
O -5.9754 -1.2343 -0.5932 0.065
O -6.0671 1.1058 -0.9218 0.086
H -4.9076 2.3280 -2.0366 0.121
H -5.4945 2.9734 -0.3976 0.145
H -3.8915 1.7450 0.7326 0.135
H -3.0979 1.7130 -0.9970 0.135
C -0.1975 -3.9246 -0.0009 -0.013
C -1.3916 -4.2928 0.8715 -0.288
C -2.4205 -5.2495 0.2504 -0.095
O -2.0283 -6.4754 0.7859 0.067
C -1.2463 -6.3169 1.8894 -0.493
O -0.8674 -7.2798 2.5868 0.115
O -0.8197 -5.0483 1.9451 0.067
H -0.4571 -3.2834 -0.8433 0.079
H 0.2449 -4.7450 -0.5659 0.100
H 0.6131 -3.3726 0.4749 0.060
H -1.9557 -3.4599 1.2913 0.139
H -2.2149 -5.2517 -0.8201 0.141
H -3.4184 -4.9648 0.5841 0.143
C -1.6654 -0.2503 2.5949 0.009
C -1.0930 -0.2852 4.0664 -0.287
C -0.6896 -1.6733 4.5445 -0.034
O 0.7364 -1.4762 4.8002 0.081
C 1.2044 -0.3373 4.3632 -0.584
O 2.3801 0.0434 4.3757 0.115
O 0.1368 0.3760 4.0617 0.081
H -0.8515 -0.3638 1.8788 0.070
H -2.1833 0.6987 2.4561 0.074
H -2.4255 -0.9884 2.3386 0.079
H -1.8288 0.0976 4.7736 0.154
H -0.8339 -2.4502 3.7937 0.125
H -1.2505 -1.8585 5.4606 0.139

=====

88
Properties=species:S:1:pos:R:3:lowdin_charge:R:1 method="wB97M-V/def2-TZVPD" orbital_gap_ev=3.689 spin_multiplicity=1 lumo_ev=-5.766 charge=+1
C 0.8905 -3.1665 2.5304 -0.075
C 1.7210 -1.9719 3.0631 -0.106
B 0.9629 -0.6551 3.0829 -0.584
O 0.5003 -0.1608 4.2818 0.024
N 0.6632 0.2221 1.8703 0.134
N 1.1028 1.5142 1.9126 0.102
C 0.6838 2.0689 0.8058 -0.337
N 0.9044 3.3717 0.4679 0.092
C 0.3245 3.9564 -0.6647 -0.379
C -0.9845 4.7805 -0.1213 -0.177
C -2.0341 3.9310 0.5050 -0.636
O -2.8110 3.3303 -0.1423 0.177
O -1.8808 4.0225 1.7857 0.089
N 0.0398 1.2124 0.0366 0.270
C 0.0509 0.0635 0.6968 -0.187
C -0.5025 -1.2529 0.3297 -0.065
C -1.7823 -1.1718 -0.5371 -0.158
C -2.9313 -1.9227 0.1529 -0.179
C -4.1612 -1.0987 -0.1237 -0.212
C -4.1291 0.1084 0.7239 -0.354
N -4.2023 -0.1122 2.1236 0.019
H 1.0858 -3.3134 1.4947 0.046
H -0.1507 -2.9726 2.7307 0.076
H 1.1377 -4.0479 3.0751 0.069
H 2.6705 -1.8832 2.5573 0.112
H 1.9473 -2.1952 4.0913 0.102
H -0.2473 0.4270 4.0749 0.113
H 1.6701 2.0014 2.7277 -0.110
H 1.4842 3.9237 1.0672 0.149
H 0.0757 3.2474 -1.4226 0.096
H 1.0289 4.6674 -1.1702 -0.178
H -1.4629 5.4312 -0.8805 0.105
H -0.6155 5.4233 0.7091 0.095
H -2.6293 3.6180 2.3819 0.114
H 0.2094 -1.7895 -0.2712 0.139
H -0.7655 -1.7609 1.2315 0.083
H -1.5938 -1.4893 -1.5467 0.117
H -2.1095 -0.1617 -0.6008 0.071
H -2.7250 -1.8639 1.2065 0.089
H -3.0452 -2.9406 -0.1694 0.113
H -5.0428 -1.6959 0.0281 0.098
H -4.1603 -0.7489 -1.1438 0.118
H -3.1741 0.5754 0.5561 0.079
H -4.8668 0.8243 0.3877 0.098
H -4.2800 0.8170 2.4808 0.002
H -5.0144 -0.6749 2.3174 0.046
C 2.8474 -7.8730 1.1823 -0.259
S 3.2447 -6.1271 1.1569 0.809
O 1.9487 -5.3862 1.0159 -0.567
C 4.0240 -6.1223 -0.4571 -0.340
H 2.3107 -8.0813 2.1043 0.051
H 2.2184 -8.1187 0.3271 0.061
H 3.7700 -8.4512 1.1582 0.059
H 3.3125 -6.4865 -1.1902 0.017
H 4.9078 -6.7570 -0.4276 0.063
H 4.3106 -5.1020 -0.6747 0.022
Cl 2.3016 3.8595 -2.7018 -0.195
Ca 0.5632 6.3256 -0.9741 1.618
C -7.7844 1.0972 1.4788 0.060
N -7.9008 -0.3541 1.1559 -0.431
O -8.9405 -0.7618 0.6992 0.083
O -6.9206 -1.0321 1.3829 0.041
H -8.7228 1.5747 1.2297 0.092
H -7.5646 1.1825 2.5376 0.106
H -6.9664 1.4982 0.8905 0.089
C 5.2039 -4.0336 4.7459 -0.064
C 5.7213 -4.8266 3.6533 -0.300
N 6.1265 -5.4552 2.8030 0.139
H 6.0077 -3.7842 5.4342 0.086
H 4.7672 -3.1149 4.3601 0.069
H 4.4402 -4.5952 5.2794 0.086
C 3.4985 5.5220 -6.5325 0.038
C 2.9466 6.1324 -5.4895 -0.019
C 1.6170 6.7709 -5.5938 -0.390
O 1.1060 7.3343 -4.6369 0.028
C 0.9145 6.7104 -6.8939 0.016
C 1.4606 6.1017 -7.9412 0.038
C 2.7997 5.4558 -7.8453 -0.374
O 3.2967 4.9007 -8.7937 0.133
H 4.4692 5.0469 -6.4812 0.129
H 3.4362 6.1878 -4.5265 0.093
H -0.0569 7.1859 -6.9396 0.122
H 0.9676 6.0443 -8.9028 0.128
O 3.1688 -6.3288 -3.7315 -0.576
H 2.4870 -5.6622 -3.5445 0.043
Cl 4.5098 -5.5903 -3.3013 0.666
Mg 1.8426 1.8114 4.5121 0.788
F -3.9567 2.6026 2.5288 -0.559

=====

18
Properties=species:S:1:pos:R:3:lowdin_charge:R:1 method="wB97M-V/def2-TZVPD" orbital_gap_ev=10.249 spin_multiplicity=1 de_lowest_ev=0.000 smiles=Fc1ccccc1.CC#N lumo_ev=0.624 charge=0
F 1.7832 -1.6509 -3.1371 0.061
C 1.0760 -1.5169 -1.9992 -0.289
C -0.1268 -0.8618 -2.0355 -0.018
C -0.8413 -0.7468 -0.8471 -0.092
C -0.3750 -1.3065 0.3346 -0.109
C 0.8607 -1.9340 0.3478 -0.082
C 1.5909 -2.0479 -0.8272 -0.011
H -0.4869 -0.4659 -2.9756 0.120
H -1.8244 -0.2906 -0.8898 0.104
H -0.9611 -1.1631 1.2339 0.098
H 1.2504 -2.3510 1.2666 0.106
H 2.5586 -2.5310 -0.7903 0.118
C -1.1065 2.5035 1.5572 -0.072
C -0.0734 3.4134 2.0566 -0.281
N 0.7363 4.1235 2.4608 0.123
H -2.0679 2.7367 2.0055 0.080
H -0.7857 1.4840 1.7625 0.065
H -1.2071 2.6053 0.4763 0.080